51
Properties=species:S:1:pos:R:3:mulliken_charge:R:1 method="wB97M-V/def2-TZVPD" gap_ev="6.76 / 6.75" charge=+1 homo_energy_ev="-11.50 / -11.50" fmax_ev_per_a=3.1
Ti -0.7393 1.4517 1.5583 0.938
O 1.0361 -3.7336 1.7102 -0.533
C -0.2889 -3.8092 2.0707 0.980
C -0.9385 -5.0242 2.4092 -0.785
C -2.3330 -5.0345 2.5459 -0.445
C -3.1140 -3.8936 2.4276 -0.730
C -2.4671 -2.6864 2.1632 -0.280
C -1.0521 -2.6485 2.0181 -0.302
C -0.3821 -1.3358 1.6289 0.747
O -1.0488 -0.2258 2.1149 -0.746
N -0.2595 -1.3063 0.1535 -0.460
N -0.3391 0.0041 -0.3433 0.114
C -0.4209 0.2113 -1.6043 -0.438
C -0.6314 1.5436 -2.1954 0.082
Br -0.8294 2.9035 -0.7645 -0.013
C -0.8003 1.8528 -3.4763 -0.521
C -0.6206 0.8729 -4.5738 0.866
C -1.4357 1.1122 -5.6626 -0.631
C -1.4616 0.2165 -6.7084 -0.626
C -0.3885 -0.6944 -6.8409 -0.459
C 0.4355 -0.9366 -5.7977 -0.442
C 0.3609 -0.1398 -4.6211 -0.526
H 1.3910 -4.6375 1.6255 0.334
H -0.3535 -5.9357 2.5775 0.336
H -2.7537 -5.9486 2.8629 0.419
H -4.2040 -3.8353 2.5635 0.377
H -2.9621 -1.6953 2.1114 0.281
H 0.6876 -1.2862 2.0532 0.128
H -1.0131 -1.8437 -0.2258 0.439
H -0.4317 -0.7026 -2.1665 0.711
H -1.0844 2.8403 -3.8249 0.444
H -2.2034 1.8558 -5.4996 0.333
H -2.1286 0.2467 -7.5077 0.434
H -0.3358 -1.2545 -7.7345 0.408
H 1.2807 -1.6103 -5.8273 0.369
H 1.0175 -0.3306 -3.7743 0.542
O 5.3265 4.5573 3.5444 -0.526
C 4.4008 3.8511 3.7747 -0.064
O 4.0014 3.0650 4.7234 -0.433
C 3.1193 3.1837 3.3595 1.501
C 3.1968 1.9138 2.6192 -0.947
C 2.1248 1.4217 2.0357 -0.565
N 0.9029 2.1077 2.0391 0.108
C 0.8160 3.2382 2.8050 0.540
C 1.8302 3.8315 3.4602 -0.738
C -0.5225 3.8606 2.7179 0.291
O -0.7899 5.0165 2.8388 -0.463
O -1.5125 2.8655 2.3620 -0.676
H 4.2013 1.3907 2.6495 0.384
H 2.0276 0.4285 1.6322 0.605
H 1.6888 4.7055 3.9926 0.638